Record 1
Formula: C31H36EuN4O3S4
Source: OMol25
Level of theory: ωB97M-V with the def2-TZVPD basis set

⟨S²⟩	12.032
charge	+1
E_tot	-107497.710	eV
multiplicity	7
highest occupied orbital energy (spin up / spin down)	-0.2775 / -0.3858	Ha
frontier orbital gap (spin up / spin down)	5.31 / 5.14	eV

Each line ends with the Löwdin charge.
Geometry (Å):
Eu1 -0.2718 -1.0879 -1.9247  1.53
O1 1.7101 -0.4025 -1.8398  -0.35
C1 2.8571 -1.1102 -1.9244  -0.33
C2 3.8979 -0.6552 -2.7230  -0.02
C3 5.0998 -1.3376 -2.7860  -0.07
C4 5.3053 -2.4854 -2.0247  -0.07
C5 4.2754 -2.9501 -1.2321  -0.04
C6 3.0370 -2.3014 -1.1932  -0.14
C7 1.9540 -2.9609 -0.4604  -0.14
N1 0.7238 -2.7753 -0.7444  -0.17
N2 -0.2150 -3.4981 0.0064  0.14
C8 -1.4361 -3.2600 -0.3598  -0.46
O2 -1.7774 -2.4283 -1.3362  -0.35
C9 -2.5212 -3.9400 0.3944  -0.15
C10 -3.8417 -3.5648 0.1593  -0.02
C11 -4.8772 -4.1657 0.8617  -0.07
C12 -4.5972 -5.1521 1.7959  -0.07
C13 -3.2811 -5.5386 2.0270  -0.07
C14 -2.2440 -4.9358 1.3324  -0.02
H1 3.7530 0.2681 -3.2761  0.12
H2 5.8933 -0.9611 -3.4228  0.11
H3 6.2532 -3.0089 -2.0592  0.11
H4 4.4048 -3.8546 -0.6403  0.12
H5 2.2014 -3.6823 0.3162  0.12
H6 -4.0464 -2.8084 -0.5863  0.10
H7 -5.9022 -3.8699 0.6762  0.11
H8 -5.4056 -5.6247 2.3415  0.11
H9 -3.0643 -6.3167 2.7501  0.11
H10 -1.2147 -5.2255 1.5018  0.11
C15 -0.7360 2.5952 -3.4788  -0.48
C16 0.2347 1.8221 -4.3635  -0.51
S1 -0.1963 0.1094 -4.7527  0.82
C17 -1.8000 0.2329 -5.5742  -0.50
C18 -3.0351 0.4261 -4.6890  -0.50
S2 -3.0280 -0.7013 -3.2777  0.85
C19 -3.5393 0.3716 -1.9016  -0.51
C20 -2.8604 1.7350 -1.7553  -0.49
S3 -1.0395 1.7963 -1.8690  0.79
H11 -1.6860 2.7669 -3.9740  0.06
H12 -0.2994 3.5684 -3.2601  0.08
H13 1.2067 1.7332 -3.8767  0.07
H14 0.3769 2.3523 -5.3033  0.09
H15 -1.8777 -0.7067 -6.1211  0.08
H16 -1.7263 1.0313 -6.3122  0.09
H17 -3.9267 0.2200 -5.2811  0.09
H18 -3.1154 1.4449 -4.3199  0.05
H19 -3.3467 -0.2472 -1.0287  0.03
H20 -4.6148 0.5251 -1.9583  0.09
H21 -3.1011 2.1154 -0.7628  0.08
H22 -3.2399 2.4612 -2.4695  0.07
C21 0.5073 1.6003 5.5180  -0.09
C22 1.4109 0.4535 5.0583  -0.22
C23 1.7554 0.5288 3.5828  -0.15
N3 0.5355 0.3240 2.7777  0.06
C24 0.4146 0.4026 1.4753  -0.75
S4 -0.9995 -0.1992 0.7141  0.66
N4 1.4581 0.9473 0.7659  0.13
C25 2.2210 2.1237 0.9824  -0.39
O3 3.2274 2.2660 0.3352  0.13
C26 1.7317 3.1720 1.9312  -0.18
C27 0.3846 3.4988 2.0441  -0.03
C28 -0.0075 4.5269 2.8919  -0.06
C29 0.9435 5.2211 3.6288  -0.07
C30 2.2916 4.9057 3.4999  -0.06
C31 2.6852 3.8911 2.6421  -0.03
H23 0.3950 1.5929 6.6030  0.08
H24 -0.4950 1.5349 5.0845  0.07
H25 0.9305 2.5667 5.2264  0.07
H26 0.9444 -0.5132 5.2710  0.11
H27 2.3491 0.4754 5.6133  0.12
H28 2.4850 -0.2311 3.3071  0.14
H29 2.1830 1.5030 3.3689  0.09
H30 -0.2656 -0.0697 3.2475  0.13
H31 1.6034 0.5677 -0.1559  0.08
H32 -0.3565 2.9784 1.4470  0.10
H33 -1.0564 4.7899 2.9716  0.11
H34 0.6338 6.0150 4.2996  0.11
H35 3.0363 5.4622 4.0576  0.11
H36 3.7332 3.6475 2.5110  0.13

Record 2
Formula: C10H15NO
Source: OMol25
Level of theory: ωB97M-V with the def2-TZVPD basis set

charge	0
SMILES	Cc1ccccc1.CCC(N)=O
E_tot	-14151.346	eV
highest occupied orbital energy	-0.3359	Ha
frontier orbital gap	9.91	eV
energy above the lowest of the compared OMol25 structures with the same formula, charge and spin	22.5	kJ/mol

Each line ends with the Löwdin charge.
Geometry (Å):
C1 -0.0165 -1.0884 1.9793  -0.17
C2 -1.3560 -1.5740 2.5540  -0.08
C3 1.0132 -2.1670 1.7828  -0.54
O1 0.7931 -3.3529 1.8330  0.07
N1 2.2805 -1.7020 1.4138  0.12
H1 -0.1642 -0.6338 0.9898  0.09
H2 0.4114 -0.2694 2.5642  0.11
H3 -2.1475 -1.5300 1.8112  0.07
H4 2.9958 -2.3756 1.6778  0.10
H5 2.5786 -0.8127 1.8028  0.09
H6 -1.5925 -0.9410 3.4089  0.07
H7 -1.2450 -2.5792 2.9525  0.07
C4 1.7210 1.0209 -0.6205  -0.06
C5 -0.3333 0.1084 -1.7016  -0.07
C6 0.4260 1.2326 -1.3559  -0.28
C7 -1.5874 0.2174 -2.2683  -0.08
C8 -0.0978 2.4705 -1.6696  -0.06
C9 -2.0667 1.4799 -2.6046  -0.10
C10 -1.3052 2.6004 -2.3494  -0.09
H8 0.1096 -0.8575 -1.4672  0.11
H9 -2.2204 -0.6500 -2.4281  0.10
H10 1.7999 -0.0184 -0.3088  0.04
H11 1.8116 1.6647 0.2588  0.08
H12 0.3933 3.3926 -1.3761  0.11
H13 -3.0946 1.5833 -2.9408  0.10
H14 -1.6572 3.5796 -2.6378  0.10
H15 2.5502 1.2018 -1.3002  0.08

Record 3
Formula: C2H5ClN2S
Source: OMol25
Level of theory: ωB97M-V with the def2-TZVPD basis set

charge	0
SMILES	C1CSN=N1.Cl
E_tot	-28490.800	eV
highest occupied orbital energy	-0.3237	Ha
frontier orbital gap	9.45	eV
energy above the lowest of the compared OMol25 structures with the same formula, charge and spin	164.6	kJ/mol

Each line ends with the Löwdin charge.
Geometry (Å):
C1 1.5198 0.3572 0.4449  -0.27
C2 0.7873 -0.5035 -0.5551  -0.44
N1 0.5459 0.7440 1.4449  -0.12
N2 -0.5396 0.2351 1.4673  -0.33
S1 -0.8649 -0.7351 0.1326  0.79
Cl1 -3.8498 0.2664 -0.3182  0.25
H1 2.4989 0.1132 0.8092  0.10
H2 1.8891 1.3471 0.0288  0.13
H3 0.4472 0.1893 -1.3858  0.08
H4 1.2744 -1.3993 -0.8308  0.05
H5 -3.7083 -0.6145 -1.2379  -0.24

Record 4
Formula: C21H28CeClN3O2S
Source: OMol25
Level of theory: ωB97M-V with the def2-TZVPD basis set

⟨S²⟩	0.755
charge	-1
E_tot	-67081.898	eV
multiplicity	2
highest occupied orbital energy (spin up / spin down)	-0.0212 / -0.0202	Ha
frontier orbital gap (spin up / spin down)	3.30 / 3.27	eV
energy above the lowest of the compared OMol25 structures with the same formula, charge and spin	7.1	kJ/mol

Each line ends with the Löwdin charge.
Geometry (Å):
Ce1 0.4925 1.1205 0.2819  0.26
Cl1 -0.7601 -1.1896 0.1780  0.15
N1 2.1282 -0.9026 -0.6591  0.09
N2 -1.7926 1.5238 1.1135  -0.01
C1 2.5806 -0.5767 -1.8515  -0.36
C2 -2.6399 2.0874 0.2678  -0.34
C3 2.7556 -2.2304 -0.3336  -0.54
C4 4.0013 -2.1822 -1.2105  -0.07
C5 1.9208 -3.4309 -0.7629  -0.04
C6 3.0379 -2.3383 1.1473  -0.06
H1 1.8482 -3.5024 -1.8579  0.08
H2 0.9175 -3.4080 -0.3263  0.05
H3 2.4506 -4.3301 -0.4124  0.09
H4 3.6402 -1.4867 1.4732  0.06
H5 3.5866 -3.2698 1.3390  0.09
H6 2.1106 -2.3520 1.7314  0.06
C7 -2.5366 1.1563 2.3511  -0.55
C8 -3.8988 1.8021 2.1153  -0.05
C9 -1.7478 1.7118 3.5261  -0.06
C10 -2.7209 -0.3396 2.5510  -0.09
H7 -3.2644 -0.7859 1.7109  0.07
H8 -3.3279 -0.4729 3.4610  0.09
H9 -1.7676 -0.8629 2.6781  0.05
H10 -1.6325 2.7950 3.4022  0.07
H11 -0.7556 1.2359 3.5822  0.06
H12 -2.2969 1.4999 4.4519  0.08
O1 -3.8657 2.2799 0.7198  0.02
H13 -4.0673 2.6697 2.7679  0.13
H14 -4.7451 1.1052 2.1771  0.13
O2 3.6260 -1.2631 -2.3010  0.01
H15 4.2879 -3.1336 -1.6750  0.13
H16 4.8501 -1.7426 -0.6666  0.13
C11 1.9946 0.5069 -2.7092  -0.06
C12 -2.2880 2.5145 -1.1211  -0.05
C13 -1.6280 1.4362 -1.9574  -0.24
H17 -1.6021 3.3771 -1.0088  0.13
H18 -3.1992 2.8769 -1.6073  0.12
C14 -0.2608 1.2359 -1.8986  -0.31
C15 0.4847 0.4491 -2.7549  -0.23
H19 1.6199 2.4638 2.5686  -0.17
C16 -0.2476 -0.4114 -3.5948  -0.22
C17 -1.6408 -0.3318 -3.6076  -0.01
C18 0.4603 -1.4485 -4.4056  -0.04
C19 -2.3403 0.5590 -2.7912  -0.23
H20 -2.2091 -1.0088 -4.2606  0.11
C20 -3.8336 0.5563 -2.7524  -0.05
H21 -4.2164 -0.1058 -3.5345  0.07
H22 -4.2758 1.5481 -2.8906  0.07
H23 -4.1774 0.1820 -1.7789  0.09
H24 1.3785 -1.0866 -4.8799  0.08
H25 -0.2121 -1.8295 -5.1836  0.07
H26 0.7396 -2.2931 -3.7591  0.08
H27 2.4234 0.4281 -3.7138  0.12
H28 2.3298 1.4657 -2.2659  0.12
S1 2.6904 1.7504 2.0559  0.56
C21 1.9565 0.3080 2.6450  -0.83
N3 1.2728 -0.6470 2.8501  0.09

Record 5
Formula: C27H34Cl2ErN5O3
Source: OMol25
Level of theory: ωB97M-V with the def2-TZVPD basis set

⟨S²⟩	3.753
charge	0
E_tot	-94813.245	eV
multiplicity	4
highest occupied orbital energy	-0.2657	Ha
frontier orbital gap	6.93	eV

Each line ends with the Löwdin charge.
Geometry (Å):
O1 1.0072 -1.0889 -2.1246  -0.25
C1 2.2097 -0.7773 -2.5309  -0.46
C2 3.1850 -1.9439 -2.3411  -0.19
C3 3.0542 -2.7937 -1.2416  -0.05
H1 2.2737 -2.5933 -0.5039  0.07
C4 3.9296 -3.8753 -1.0739  -0.08
H2 3.8123 -4.5319 -0.2059  0.10
C5 4.9458 -4.1039 -2.0146  -0.11
H3 5.6199 -4.9572 -1.8904  0.09
C6 5.0801 -3.2443 -3.1179  -0.10
H4 5.8747 -3.4066 -3.8547  0.10
C7 4.1940 -2.1722 -3.2805  -0.05
H5 4.2763 -1.4818 -4.1250  0.11
H6 2.2245 -0.5389 -3.6219  0.12
C8 2.6312 1.8908 -2.8395  -0.11
C9 2.8352 0.7235 -1.8979  -0.39
H7 3.5623 2.1517 -3.3763  0.09
H8 2.3378 2.8069 -2.2928  0.04
H9 1.8674 1.6734 -3.5948  0.07
C10 3.9392 0.6411 -1.1145  -0.19
C11 5.0478 1.6399 -1.0494  -0.10
H10 4.1330 -0.2499 -0.5129  0.10
H11 5.9605 1.2649 -1.5318  0.09
H12 5.3186 1.8383 -0.0129  0.07
H13 4.8131 2.6030 -1.5133  0.06
Er1 1.1519 1.0144 -0.1908  0.91
Cl1 1.8653 -0.6771 1.5599  -0.03
Cl2 2.4306 3.0910 0.4481  -0.01
C12 -0.0077 2.0721 2.4684  -0.33
O2 -0.3437 1.9533 1.2601  -0.21
N1 -0.8018 2.5701 3.4073  -0.17
C13 -2.0886 3.1553 3.0553  -0.02
C14 -0.3407 2.7429 4.7775  -0.03
H14 0.9930 1.7545 2.8009  0.10
H15 -2.4162 2.7555 2.0938  0.09
H16 -2.0111 4.2510 2.9973  0.10
H17 -2.8011 2.9041 3.8484  0.09
H18 0.5210 2.0867 4.9276  0.10
H19 -1.1456 2.4768 5.4697  0.09
H20 -0.0400 3.7821 4.9781  0.10
H21 -2.6672 3.8189 -3.3173  0.10
H22 -3.1059 1.6402 -4.9031  0.10
C15 -1.6145 3.6062 -3.5498  -0.01
C16 -2.0101 1.5611 -4.9190  -0.03
N2 -1.4175 2.1703 -3.7317  -0.16
H23 -0.9741 3.9472 -2.7373  0.09
C17 -0.7748 1.4490 -2.8145  -0.26
O3 -0.2195 1.9475 -1.7882  -0.15
H24 -1.7254 0.5062 -4.9488  0.10
H25 -0.7291 0.3624 -2.9943  0.14
H26 -1.3684 4.1260 -4.4852  0.10
H27 -1.6540 2.0632 -5.8279  0.10
N3 -5.7953 -4.8489 6.6099  0.15
C18 -5.2770 -4.2433 5.7510  -0.18
C19 -4.6494 -3.5038 4.6896  -0.24
C20 -3.2718 -3.2255 4.7448  -0.01
C21 -2.6588 -2.5220 3.7018  0.01
C22 -3.4291 -2.0909 2.6121  -0.18
C23 -4.8050 -2.3497 2.5629  0.00
C24 -5.4094 -3.0659 3.5994  -0.01
N4 -2.8195 -1.3763 1.5703  -0.02
C25 -3.4774 -0.7150 0.5302  -0.03
C26 -2.5012 -0.1257 -0.2336  -0.10
N5 -1.2539 -0.4110 0.3068  0.03
C27 -1.4640 -1.1662 1.3781  -0.12
H28 -2.6866 -3.5600 5.5984  0.12
H29 -1.5890 -2.2957 3.7420  0.11
H30 -5.4028 -2.0049 1.7193  0.10
H31 -6.4774 -3.2853 3.5584  0.13
H32 -4.5433 -0.7039 0.4278  0.10
H33 -2.6161 0.4708 -1.1160  0.09
H34 -0.7107 -1.5824 2.0253  0.08

Copy entry 3 word for word.
Formula: C2H5ClN2S
Source: OMol25
Level of theory: ωB97M-V with the def2-TZVPD basis set

charge	0
SMILES	C1CSN=N1.Cl
E_tot	-28490.800	eV
highest occupied orbital energy	-0.3237	Ha
frontier orbital gap	9.45	eV
energy above the lowest of the compared OMol25 structures with the same formula, charge and spin	164.6	kJ/mol

Each line ends with the Löwdin charge.
Geometry (Å):
C1 1.5198 0.3572 0.4449  -0.27
C2 0.7873 -0.5035 -0.5551  -0.44
N1 0.5459 0.7440 1.4449  -0.12
N2 -0.5396 0.2351 1.4673  -0.33
S1 -0.8649 -0.7351 0.1326  0.79
Cl1 -3.8498 0.2664 -0.3182  0.25
H1 2.4989 0.1132 0.8092  0.10
H2 1.8891 1.3471 0.0288  0.13
H3 0.4472 0.1893 -1.3858  0.08
H4 1.2744 -1.3993 -0.8308  0.05
H5 -3.7083 -0.6145 -1.2379  -0.24